Below is the molecule C2H3N3O in a non-equilibrium geometry, with properties calculated with ωB97M-V/def2-TZVPD.

Its HOMO energy is -0.3635 hartree. The SMILES is N#CNNC=O. As for the charge: 0. The value obtained for the energy above the lowest of the compared OMol25 structures with the same formula, charge and spin is 216.9 kJ/mol.

```
9
Properties=species:S:1:pos:R:3:forces:R:3
N -3.617 0.786 -0.420 1.1 -0.4 0.3
C -2.577 0.446 -0.024 -0.2 0.2 -0.4
N -1.395 0.151 0.547 0.3 -0.4 0.9
N -0.194 -0.046 -0.262 -1.4 -0.1 0.7
C 0.708 -1.057 -0.038 0.0 0.0 1.9
O 0.600 -1.861 0.889 0.3 1.1 -2.0
H -1.505 -0.150 1.573 1.3 0.4 -2.4
H 0.014 0.682 -0.943 -0.3 -0.2 0.6
H 1.625 -0.882 -0.695 -1.0 -0.6 0.5
```
Positions in Å, forces in eV/Å.

=====

Below is the molecule C2H3N3O in a non-equilibrium geometry, with properties calculated with ωB97M-V/def2-TZVPD.

Its HOMO energy is -0.3450 hartree. The SMILES is Oc1cn[nH]n1. As for the charge: 0. The value obtained for the energy above the lowest of the compared OMol25 structures with the same formula, charge and spin is 379.6 kJ/mol.

```
9
Properties=species:S:1:pos:R:3:forces:R:3
O 0.815 1.051 -1.660 0.1 -0.3 0.1
C 0.353 0.402 -0.578 0.0 -0.6 0.3
C 1.000 0.215 0.720 -0.7 -1.1 0.3
N 0.013 -0.365 1.463 -1.3 -0.3 0.1
N -0.977 -0.619 0.660 -0.8 0.8 0.3
N -0.873 -0.072 -0.555 0.2 0.2 -0.1
H 0.127 1.020 -2.348 0.2 0.0 0.3
H 1.400 -0.748 1.244 2.6 1.3 -1.1
H -1.858 -0.884 1.054 -0.4 -0.2 -0.2
```
Positions in Å, forces in eV/Å.

=====

Below is a structure of composition C2H3N3O2, with properties calculated with ωB97M-V/def2-TZVPD.

Its HOMO energy is -0.3557 hartree. As for the charge: 0. The value obtained for the energy above the lowest of the compared OMol25 structures with the same formula, charge and spin is 231.2 kJ/mol.

```
10
Properties=species:S:1:pos:R:3:forces:R:3
C -0.565 -0.850 0.062 0.0 0.1 0.0
N 1.423 0.414 -0.136 -0.1 0.0 0.0
O -0.099 -2.001 -0.337 0.0 0.2 0.1
N 0.152 0.228 0.445 -0.3 0.1 -0.1
N -1.843 -0.474 0.137 0.1 -0.1 0.0
C -1.466 0.821 0.309 0.3 0.1 -0.1
O -1.855 1.926 0.322 0.2 -0.4 0.0
H 0.874 -1.936 -0.343 -0.1 0.0 0.0
H 2.016 0.898 0.526 -0.1 0.0 0.0
H 1.362 0.974 -0.984 0.0 0.0 0.1
```
Positions in Å, forces in eV/Å.

=====

Below is a cluster of 2 separate species, C2H3N3O2PS in total in a non-equilibrium geometry, with properties calculated with ωB97M-V/def2-TZVPD.

Its HOMO energy (alpha / beta) is -0.1726 / -0.1725 hartree. As for the charge: -1. The value obtained for the energy above the lowest of the compared OMol25 structures with the same formula, charge and spin is 255.8 kJ/mol.

```
12
Properties=species:S:1:pos:R:3:forces:R:3
C -0.085 -1.240 0.476 -0.3 -0.7 -0.3
C -0.708 -0.519 -0.575 -0.8 0.7 0.3
N 1.153 -1.485 0.121 0.6 0.4 1.1
N 0.204 -0.248 -1.485 0.8 0.3 0.0
N 1.328 -0.834 -1.011 -3.5 -0.8 0.3
O -1.052 1.725 1.189 -1.9 -1.6 -1.0
O -2.898 1.092 -1.572 0.2 1.5 -1.8
P -2.430 0.227 -0.526 1.3 -1.4 3.0
S -3.779 -0.890 0.399 1.3 0.5 -0.1
H -0.456 -1.609 1.417 -0.3 0.0 -0.2
H 2.227 -0.585 -1.241 2.0 0.6 -1.2
H -1.812 1.450 1.740 0.6 0.4 0.0
```
Positions in Å, forces in eV/Å.

=====

Below is the molecule C2H3N3O3 in a non-equilibrium geometry, with properties calculated with ωB97M-V/def2-TZVPD.

Its HOMO energy is -0.3341 hartree. The SMILES is Nc1nn(O)c(=O)o1. As for the charge: 0. The value obtained for the energy above the lowest of the compared OMol25 structures with the same formula, charge and spin is 259.4 kJ/mol.

```
11
Properties=species:S:1:pos:R:3:forces:R:3
N -2.258 0.112 0.009 -2.5 -2.3 -0.3
C -0.892 0.068 -0.004 -3.7 -0.7 0.9
N -0.179 -0.950 0.010 -0.3 -2.6 -0.6
N 1.034 -0.439 -0.218 2.8 -1.5 1.8
O 2.088 -1.304 0.263 2.4 3.1 -5.6
C 1.032 0.911 0.102 6.4 1.6 -2.6
O 2.019 1.682 0.017 -3.2 -2.0 1.1
O -0.233 1.199 0.004 -1.5 3.8 0.6
H -2.727 0.607 0.837 0.9 -1.3 -1.9
H -2.691 -0.900 -0.362 1.4 3.9 1.9
H 2.805 -0.987 -0.659 -2.7 -1.9 4.6
```
Positions in Å, forces in eV/Å.

=====

Below is the molecule C2H3N3O3 in a non-equilibrium geometry, with properties calculated with ωB97M-V/def2-TZVPD.

Its HOMO energy is -0.3746 hartree. The SMILES is Nc1nc(=O)n(O)o1. As for the charge: 0. The value obtained for the energy above the lowest of the compared OMol25 structures with the same formula, charge and spin is 158.7 kJ/mol.

```
11
Properties=species:S:1:pos:R:3:forces:R:3
N -2.602 0.032 0.137 2.3 0.1 -1.7
C -1.271 -0.078 -0.131 1.0 3.6 2.5
N -0.587 1.119 -0.066 -2.0 -0.8 -0.6
C 0.707 0.853 -0.066 -0.5 -2.2 -1.2
O 1.721 1.433 0.108 1.2 1.2 0.6
N 0.846 -0.599 -0.494 -0.1 -1.2 0.6
O 1.757 -1.306 0.250 0.0 1.2 0.2
O -0.553 -1.144 -0.080 0.3 -0.6 -0.9
H -2.688 1.003 0.394 -1.0 0.0 0.3
H -3.034 -0.717 0.599 -0.9 -0.8 0.6
H 2.108 -0.666 0.931 -0.4 -0.6 -0.6
```
Positions in Å, forces in eV/Å.

=====

Below is a structure of composition C2H3N3O4S in a non-equilibrium geometry, with properties calculated with ωB97M-V/def2-TZVPD.

Its HOMO energy is -0.3869 hartree. As for the charge: 0. The value obtained for the energy above the lowest of the compared OMol25 structures with the same formula, charge and spin is 0.0 kJ/mol.

```
13
Properties=species:S:1:pos:R:3:forces:R:3
C -1.853 -1.364 0.125 0.7 1.9 -0.1
C 2.514 0.599 -0.023 3.9 1.7 -1.6
N -0.531 -0.950 -0.472 -1.7 -2.2 -0.7
N -2.028 -0.255 0.909 0.9 1.9 1.0
N 2.358 1.121 -1.100 -1.4 0.4 -1.8
O -2.555 -2.286 -0.077 0.0 -1.0 -0.4
O -0.631 1.600 -0.407 -0.9 1.2 -0.8
O 0.796 0.419 0.902 11.9 -0.6 10.2
O 3.263 0.220 0.771 0.0 -1.6 2.1
S -0.333 0.417 0.291 -15.8 0.0 -7.1
H 0.227 -1.552 -0.752 0.0 -0.2 0.1
H -2.949 0.205 1.267 2.5 -1.2 -1.1
H 1.722 1.826 -1.434 -0.3 -0.3 0.3
```
Positions in Å, forces in eV/Å.

=====

Below is the molecule C2H3N3OS in a non-equilibrium geometry, with properties calculated with ωB97M-V/def2-TZVPD.

Its HOMO energy is -0.3302 hartree. The SMILES is [H]/N=c1/cnon1S. As for the charge: 0. The value obtained for the energy above the lowest of the compared OMol25 structures with the same formula, charge and spin is 382.6 kJ/mol.

```
10
Properties=species:S:1:pos:R:3:forces:R:3
H 1.129 0.103 -1.708 0.6 0.0 -0.5
N 0.499 -0.678 -1.588 0.9 -1.1 -3.0
C -0.173 -0.437 -0.601 -0.4 1.0 4.5
C -1.171 -1.189 0.227 1.5 -0.5 -2.7
N -1.487 -0.487 1.230 -1.7 -2.2 1.0
O -0.811 0.611 1.305 -0.1 3.0 2.0
N 0.118 0.658 0.310 1.2 -0.8 -2.6
S 1.190 1.953 -0.010 -1.6 -0.5 0.4
H -1.430 -2.236 -0.064 -0.4 1.3 0.8
H 2.137 1.703 0.899 0.2 -0.3 0.2
```
Positions in Å, forces in eV/Å.

=====

Below is the molecule C2H3N3S in a non-equilibrium geometry, with properties calculated with ωB97M-V/def2-TZVPD.

Its HOMO energy is -0.3181 hartree. The SMILES is Sc1c[nH]nn1. As for the charge: 0. The value obtained for the energy above the lowest of the compared OMol25 structures with the same formula, charge and spin is 167.2 kJ/mol.

```
9
Properties=species:S:1:pos:R:3:forces:R:3
S 2.458 -0.084 -0.062 0.8 -1.5 0.3
C 0.755 -0.042 -0.027 -4.6 0.4 0.4
C -0.291 0.884 -0.017 0.9 3.6 0.8
N -1.476 0.227 -0.080 3.9 -0.3 0.5
N -1.231 -1.101 -0.043 -1.3 0.8 -0.2
N 0.023 -1.205 0.009 2.2 -2.2 -0.4
H 2.408 -1.491 0.121 0.2 1.7 -0.2
H -0.381 2.037 0.251 0.6 -2.7 -1.1
H -2.264 0.774 -0.153 -2.7 0.2 -0.1
```
Positions in Å, forces in eV/Å.

=====

Below is the molecule C2H3N3S2 in a non-equilibrium geometry, with properties calculated with ωB97M-V/def2-TZVPD.

Its HOMO energy is -0.2954 hartree. As for the charge: 0. The value obtained for the energy above the lowest of the compared OMol25 structures with the same formula, charge and spin is 341.1 kJ/mol.

```
10
Properties=species:S:1:pos:R:3:forces:R:3
C -2.494 -0.110 -0.222 2.6 -2.6 0.2
C 0.990 0.615 -0.148 -0.6 -0.7 -0.7
N -0.621 -1.712 -0.266 0.3 4.0 -1.5
N -1.900 -1.169 -0.297 0.1 0.7 0.5
N 2.073 1.345 0.016 0.9 0.3 1.4
S -3.278 1.187 0.053 -1.1 1.3 0.0
S 0.927 -0.962 0.418 -1.1 0.3 0.0
H -0.644 -2.627 0.023 -0.2 -2.4 1.0
H 2.120 2.332 -0.270 -0.5 -0.9 0.1
H 2.826 1.102 0.693 -0.5 0.1 -0.9
```
Positions in Å, forces in eV/Å.

=====

Below is a cluster of 2 separate species, C2H3N3S2 in total in a non-equilibrium geometry, with properties calculated with ωB97M-V/def2-TZVPD.

Its HOMO energy is -0.2863 hartree. As for the charge: 0. The value obtained for the energy above the lowest of the compared OMol25 structures with the same formula, charge and spin is 427.2 kJ/mol.

```
10
Properties=species:S:1:pos:R:3:forces:R:3
C -1.814 0.957 -0.524 1.8 -0.1 0.7
C -1.633 -0.145 3.061 0.4 0.4 0.4
N -0.693 0.525 -0.759 0.5 1.2 1.5
N 0.343 0.050 -0.269 0.3 -1.3 0.4
N 1.627 0.616 -0.225 -1.0 1.6 -1.2
S -2.882 -0.047 2.195 -1.1 -0.2 -0.8
S -0.395 -0.080 3.966 0.8 -0.2 0.5
H -2.705 0.734 -0.990 -1.6 -0.1 -1.7
H 2.274 -0.075 -0.553 0.3 -0.3 -0.1
H 1.773 1.518 -0.730 -0.4 -0.9 0.3
```
Positions in Å, forces in eV/Å.

=====

Below is the molecule C2H3N3S3 in a non-equilibrium geometry, with properties calculated with ωB97M-V/def2-TZVPD.

Its HOMO energy is -0.3059 hartree. The SMILES is S/N=C1/SN=CNS1. As for the charge: 0. The value obtained for the energy above the lowest of the compared OMol25 structures with the same formula, charge and spin is 11.0 kJ/mol.

```
11
Properties=species:S:1:pos:R:3:forces:R:3
S -3.280 0.038 -0.080 -0.4 0.9 0.2
N -1.914 1.061 -0.014 0.1 -0.3 -0.1
C -0.750 0.584 -0.170 -0.4 0.1 0.1
S 0.583 1.759 -0.195 0.1 -0.3 0.0
N 2.041 0.916 -0.313 -0.2 0.0 0.0
C 2.166 -0.306 0.003 0.6 -0.2 0.0
N 1.138 -1.151 0.354 -0.3 -1.1 0.3
S -0.334 -1.102 -0.554 0.3 0.2 0.3
H -4.184 1.042 0.225 0.8 -0.8 -0.2
H 3.180 -0.743 0.030 -0.5 0.3 0.0
H 1.353 -2.098 0.715 -0.1 1.2 -0.5
```
Positions in Å, forces in eV/Å.